(1)
{"formula": "C22H38BFO20", "method": "ωB97M-V/def2-TZVPD", "species": ["O", "C", "O", "C", "O", "C", "C", "B", "O", "O", "C", "C", "C", "F", "H", "H", "H", "H", "H", "H", "H", "H", "C", "O", "C", "O", "O", "C", "H", "H", "H", "H", "H", "H", "C", "O", "C", "O", "O", "C", "H", "H", "H", "H", "H", "H", "C", "O", "C", "O", "O", "C", "H", "H", "H", "H", "H", "H", "C", "O", "C", "O", "O", "C", "H", "H", "H", "H", "H", "H", "C", "O", "C", "O", "O", "C", "H", "H", "H", "H", "H", "H"], "positions_angstrom": [[-1.335, 4.595, 0.786], [-2.361, 4.292, 0.280], [-2.706, 2.967, 0.045], [-4.070, 2.954, 0.020], [-4.777, 2.023, 0.259], [-4.496, 4.312, -0.369], [-5.866, 4.483, -0.858], [-6.638, 5.788, -0.409], [-7.380, 5.878, 0.710], [-6.617, 6.884, -1.223], [-3.478, 5.116, -0.216], [-3.422, 6.555, -0.518], [-2.236, 7.200, 0.131], [-2.366, 7.012, 1.470], [-5.889, 4.365, -1.919], [-6.411, 3.642, -0.474], [-7.044, 5.328, 1.420], [-6.254, 7.646, -0.778], [-3.385, 6.703, -1.579], [-4.255, 7.060, -0.098], [-2.246, 8.253, -0.028], [-1.316, 6.771, -0.194], [-3.398, -0.235, -0.938], [-3.102, -1.638, -1.010], [-4.186, -2.398, -1.099], [-5.324, -2.011, -1.126], [-3.805, -3.675, -1.157], [-4.884, -4.606, -1.256], [-2.448, 0.279, -0.872], [-3.925, 0.086, -1.837], [-3.980, -0.024, -0.059], [-5.457, -4.435, -2.165], [-5.532, -4.537, -0.386], [-4.437, -5.594, -1.294], [0.182, 2.730, 2.682], [0.292, 1.676, 3.648], [-0.087, 0.496, 3.177], [-0.481, 0.277, 2.061], [0.065, -0.410, 4.140], [-0.286, -1.743, 3.755], [0.530, 3.639, 3.161], [0.808, 2.518, 1.818], [-0.847, 2.864, 2.376], [0.342, -2.090, 2.937], [-1.335, -1.797, 3.471], [-0.117, -2.370, 4.624], [1.555, -3.342, -0.679], [1.488, -4.766, -0.548], [1.750, -5.210, 0.674], [2.024, -4.532, 1.631], [1.658, -6.538, 0.663], [1.917, -7.156, 1.925], [1.323, -3.098, -1.710], [0.824, -2.862, -0.035], [2.557, -2.984, -0.452], [1.199, -6.824, 2.671], [2.930, -6.940, 2.258], [1.810, -8.225, 1.774], [4.875, -4.986, -1.823], [6.014, -4.124, -1.864], [6.243, -3.578, -3.054], [5.592, -3.752, -4.049], [7.321, -2.803, -2.953], [7.686, -2.146, -4.167], [4.793, -5.367, -0.810], [3.970, -4.435, -2.067], [5.002, -5.827, -2.501], [6.888, -1.488, -4.503], [7.924, -2.872, -4.941], [8.569, -1.556, -3.945], [2.801, -0.684, 1.854], [3.943, 0.177, 1.812], [4.173, 0.717, 0.622], [3.523, 0.539, -0.375], [5.254, 1.490, 0.718], [5.622, 2.136, -0.500], [2.718, -1.062, 2.869], [1.895, -0.136, 1.608], [2.930, -1.523, 1.178], [4.826, 2.794, -0.842], [5.859, 1.403, -1.267], [6.506, 2.727, -0.281]], "energy_ha": -2490.74239, "homo_ha": -0.3901, "e_lumo_ev": -0.755, "homo_lumo_gap_ev": 9.9, "total_charge": 0}


(2)
{"formula": "H10O5", "method": "ωB97M-V/def2-TZVPD", "species": ["O", "H", "H", "O", "H", "H", "O", "H", "H", "O", "H", "H", "O", "H", "H"], "positions_angstrom": [[-0.756, 1.249, -2.787], [-0.062, 1.569, -3.374], [-1.279, 0.645, -3.330], [-1.353, 1.767, 2.422], [-1.094, 1.549, 1.509], [-0.713, 2.424, 2.714], [1.367, 0.060, 1.119], [1.957, 0.630, 0.611], [1.956, -0.509, 1.629], [0.638, -3.271, -0.047], [0.917, -2.699, 0.677], [1.236, -4.026, -0.012], [-1.196, 0.198, -0.078], [-0.308, -0.189, -0.099], [-1.309, 0.605, -0.952]], "e_above_lowest_ev": 1.127, "energy_ha": -382.18277, "homo_ha": -0.3801, "e_lumo_ev": 0.255, "homo_lumo_gap_ev": 10.6, "total_charge": 0}